{
  "formula": "C39H36ClLaN3Si2",
  "method": "ωB97M-V with the def2-TZVPD basis set",
  "total_charge": 1,
  "orbital_gap_ev": [5.59, 5.94],
  "e_lumo_ha": [-0.1507, -0.1477],
  "homo_ev": [-9.69, -9.96],
  "e_tot_ev": -74626.7744,
  "e_above_lowest_kcal_mol": 107.0,
  "species": ["C", "C", "C", "H", "C", "C", "H", "H", "H", "H", "La", "Si", "C", "C", "H", "C", "H", "C", "H", "C", "H", "C", "H", "C", "C", "H", "C", "H", "C", "H", "C", "H", "C", "H", "H", "Si", "C", "C", "H", "C", "H", "C", "H", "C", "H", "C", "H", "C", "C", "H", "C", "H", "C", "H", "C", "H", "C", "H", "H", "Cl", "N", "C", "C", "C", "C", "C", "N", "C", "C", "C", "C", "C", "N", "H", "H", "H", "H", "H", "H", "H", "H", "H"],
  "coordinates": [[-1.3456, -0.7953, 0.6904], [-2.1133, -0.3067, -0.4001], [-2.3560, -1.4083, -1.2781], [-2.5480, 0.6885, -0.4895], [-1.7094, -2.5579, -0.7263], [-1.0803, -2.1677, 0.4823], [-0.6159, -2.8407, 1.2032], [-1.1446, -0.2643, 1.6175], [-3.0262, -1.4094, -2.1402], [-1.8075, -3.5880, -1.0856], [0.3021, -0.6157, -1.7560], [-0.4639, -0.8058, -6.1449], [-0.2442, 0.7023, -7.3636], [1.0097, 0.8181, -7.9568], [1.7752, 0.0703, -7.7472], [1.3025, 1.8929, -8.7953], [2.3063, 1.9658, -9.2061], [0.3130, 2.8482, -9.0427], [0.5359, 3.6936, -9.6905], [-0.9621, 2.7221, -8.4757], [-1.7460, 3.4666, -8.6568], [-1.2439, 1.6416, -7.6288], [-2.2381, 1.5289, -7.1789], [0.1732, -2.0911, -7.4268], [-0.2432, -2.0173, -8.7879], [-1.1351, -1.4344, -9.0609], [0.5166, -2.5812, -9.8296], [0.2496, -2.3834, -10.8797], [1.6627, -3.3381, -9.5236], [2.3238, -3.6949, -10.3217], [1.9257, -3.6159, -8.1776], [2.7797, -4.2407, -7.9242], [1.1322, -3.0665, -7.1579], [1.3023, -3.3736, -6.1338], [-1.9329, -0.9479, -6.2328], [2.5107, 2.0638, -5.3552], [1.7707, 0.3531, -4.8625], [0.3321, 0.1927, -4.6913], [-0.3001, 1.0958, -4.6799], [-0.2045, -1.0911, -4.2929], [-1.2626, -1.2012, -4.0102], [0.7450, -2.1054, -3.8093], [0.3341, -2.9812, -3.2740], [2.1126, -1.8439, -3.8694], [2.8411, -2.4811, -3.3592], [2.5971, -0.7397, -4.5953], [3.6659, -0.6754, -4.8568], [1.2308, 3.3033, -4.9318], [0.4830, 3.1012, -3.7525], [0.8817, 2.4776, -2.9507], [-0.7884, 3.6483, -3.6162], [-1.4434, 3.3562, -2.7889], [-1.1954, 4.5869, -4.5752], [-2.1855, 5.0292, -4.4883], [-0.3404, 4.9762, -5.6195], [-0.6439, 5.7514, -6.3217], [0.8955, 4.3621, -5.8017], [1.5585, 4.6759, -6.6122], [3.6280, 2.3053, -4.5868], [2.4125, 0.9971, -1.7073], [1.9391, -0.1591, 2.4379], [1.5018, 1.0593, 1.8905], [1.8893, 2.2341, 2.5784], [1.3437, 3.4500, 2.1724], [0.4417, 3.4393, 1.0969], [0.1871, 2.2471, 0.4416], [0.7101, 1.0694, 0.8151], [2.2287, -1.3980, 1.8628], [2.9388, -2.2903, 2.6959], [3.4116, -3.4879, 2.1762], [3.0288, -3.7967, 0.8624], [2.2052, -2.9101, 0.1552], [1.8534, -1.6740, 0.5994], [2.3176, -0.0612, 3.3812], [2.5989, 2.1125, 3.4088], [1.6293, 4.3702, 2.6859], [-0.0412, 4.3438, 0.7525], [-0.4537, 2.2014, -0.4422], [3.0870, -1.9718, 3.7261], [4.0364, -4.1512, 2.7743], [3.3263, -4.7284, 0.3866], [1.7723, -3.1679, -0.8223]],
  "lowdin_charge": [-0.217, -0.263, -0.268, 0.101, -0.204, -0.189, 0.109, 0.105, 0.100, 0.105, 1.796, 0.689, -0.278, -0.155, 0.105, -0.085, 0.109, -0.085, 0.107, -0.079, 0.111, -0.087, 0.106, -0.247, -0.090, 0.114, -0.071, 0.113, -0.079, 0.109, -0.083, 0.102, -0.106, 0.082, 0.049, 0.897, -0.322, -0.326, 0.121, -0.446, 0.105, -0.256, 0.123, -0.131, 0.131, -0.123, 0.129, -0.342, -0.158, 0.004, -0.083, 0.102, -0.069, 0.106, -0.078, 0.110, -0.091, 0.109, -0.066, -0.051, 0.120, -0.292, 0.005, -0.038, -0.051, -0.183, 0.003, -0.278, -0.001, -0.040, -0.059, -0.150, 0.044, 0.136, 0.121, 0.118, 0.107, 0.084, 0.118, 0.120, 0.107, 0.089]
}

{
  "formula": "C25H30N2O",
  "method": "ωB97M-V with the def2-TZVPD basis set",
  "total_charge": 0,
  "orbital_gap_ev": 7.25,
  "e_lumo_ha": 0.0131,
  "homo_ev": -6.89,
  "smiles": "CCCN(CCC)c1ccc(/C=C/c2ccc3cc(OCC)ccc3n2)cc1",
  "e_tot_ev": -31439.6359,
  "e_above_lowest_kcal_mol": 0.0,
  "species": ["C", "C", "C", "N", "C", "C", "C", "C", "C", "C", "C", "C", "C", "C", "C", "C", "C", "C", "C", "O", "C", "C", "C", "C", "C", "N", "C", "C", "H", "H", "H", "H", "H", "H", "H", "H", "H", "H", "H", "H", "H", "H", "H", "H", "H", "H", "H", "H", "H", "H", "H", "H", "H", "H", "H", "H", "H", "H"],
  "coordinates": [[-7.5459, -2.8627, 0.3328], [-6.5477, -1.8012, 0.7747], [-6.1842, -0.8585, -0.3807], [-5.2428, 0.1654, 0.0076], [-5.8159, 1.4012, 0.4875], [-6.0259, 2.4327, -0.6293], [-6.6334, 3.7200, -0.0881], [-3.8885, -0.0280, -0.0632], [-2.9803, 1.0246, 0.1445], [-1.6214, 0.8302, 0.0786], [-1.0704, -0.4233, -0.2067], [0.3467, -0.6806, -0.2890], [1.3338, 0.2119, -0.1008], [2.7547, -0.0452, -0.1800], [3.3055, -1.3176, -0.4880], [4.6595, -1.4698, -0.5389], [5.4986, -0.3625, -0.2856], [6.9024, -0.4415, -0.3161], [7.6632, 0.6741, -0.0611], [9.0232, 0.7426, -0.0769], [9.7830, -0.4290, -0.2866], [9.8639, -1.3090, 0.9578], [7.0237, 1.9027, 0.2331], [5.6665, 2.0016, 0.2696], [4.8578, 0.8707, 0.0121], [3.5256, 1.0006, 0.0577], [-1.9741, -1.4697, -0.4198], [-3.3349, -1.2870, -0.3481], [-7.7967, -3.5193, 1.1621], [-8.4624, -2.4003, -0.0281], [-7.1303, -3.4680, -0.4700], [-5.6404, -2.2773, 1.1498], [-6.9719, -1.2150, 1.5928], [-5.7794, -1.4337, -1.2174], [-7.0933, -0.3664, -0.7391], [-5.1800, 1.8239, 1.2696], [-6.7819, 1.1724, 0.9475], [-5.0687, 2.6460, -1.1075], [-6.6839, 2.0062, -1.3895], [-6.7791, 4.4396, -0.8897], [-7.5976, 3.5232, 0.3761], [-5.9801, 4.1663, 0.6585], [-3.3376, 2.0201, 0.3518], [-0.9711, 1.6749, 0.2453], [0.5966, -1.7076, -0.5260], [1.1065, 1.2404, 0.1390], [2.6548, -2.1560, -0.6804], [5.1040, -2.4291, -0.7717], [7.3463, -1.3983, -0.5484], [10.7806, -0.0630, -0.5463], [9.3917, -0.9958, -1.1408], [10.2866, -0.7410, 1.7827], [8.8767, -1.6566, 1.2523], [10.4976, -2.1689, 0.7585], [7.6567, 2.7553, 0.4252], [5.1763, 2.9357, 0.4939], [-1.5925, -2.4576, -0.6405], [-3.9705, -2.1429, -0.5070]],
  "lowdin_charge": [-0.110, -0.237, -0.191, -0.110, -0.191, -0.237, -0.110, -0.212, -0.019, -0.024, -0.240, -0.045, -0.034, -0.278, -0.006, -0.011, -0.153, 0.020, -0.264, -0.052, -0.250, -0.064, 0.006, -0.001, -0.232, 0.153, -0.038, -0.025, 0.069, 0.071, 0.072, 0.104, 0.107, 0.120, 0.123, 0.120, 0.123, 0.104, 0.107, 0.069, 0.071, 0.072, 0.096, 0.106, 0.099, 0.101, 0.100, 0.115, 0.110, 0.123, 0.116, 0.079, 0.067, 0.076, 0.118, 0.113, 0.111, 0.095]
}

{
  "formula": "C35H52AsLaO2P3",
  "method": "ωB97M-V with the def2-TZVPD basis set",
  "total_charge": 3,
  "orbital_gap_ev": 5.61,
  "e_lumo_ha": -0.3181,
  "homo_ev": -14.27,
  "e_tot_ev": -130774.0884,
  "e_above_lowest_kcal_mol": 33.5,
  "species": ["La", "P", "P", "P", "H", "C", "C", "H", "C", "C", "C", "C", "C", "C", "C", "C", "C", "H", "H", "H", "H", "H", "H", "H", "H", "H", "H", "H", "H", "H", "H", "H", "H", "H", "H", "H", "H", "H", "H", "H", "H", "H", "H", "H", "H", "H", "C", "C", "C", "C", "C", "C", "O", "H", "H", "H", "H", "H", "H", "O", "As", "C", "C", "C", "C", "C", "C", "C", "C", "C", "C", "C", "C", "C", "C", "C", "C", "C", "C", "H", "H", "H", "H", "H", "H", "H", "H", "H", "H", "H", "H", "H", "H", "H"],
  "coordinates": [[-0.2334, 0.1444, -0.4609], [-2.3009, 1.7427, 2.1271], [-2.7227, -1.3667, -1.0617], [1.1110, 2.8475, -0.3513], [-2.6631, 1.5243, -7.4284], [-1.6163, 1.8282, -7.4551], [-0.6494, 0.9495, -7.1761], [-0.8954, -0.1099, -7.0044], [-3.4915, 2.5741, 3.2035], [-2.5516, -0.0452, 2.2167], [-0.6648, 1.9734, 2.8620], [-2.9260, -1.5985, -2.8769], [-3.3192, -3.0183, -0.5160], [-4.1536, -0.2535, -0.7987], [1.6736, 3.5822, -1.9395], [2.4629, 3.4631, 0.7296], [-0.2596, 4.0253, 0.0059], [-1.3990, 2.8581, -7.7456], [0.3895, 1.2920, -7.1896], [-3.3747, 2.2419, 4.2406], [-4.5211, 2.3794, 2.8779], [-3.3259, 3.6577, 3.1642], [-2.7204, -0.3133, 3.2703], [-1.6963, -0.6552, 1.8589], [-3.4454, -0.3800, 1.6832], [-0.8126, 2.6875, 3.6918], [0.0293, 2.4138, 2.1316], [-0.2452, 1.0228, 3.2399], [-3.8322, -2.1943, -3.0644], [-2.0565, -2.1237, -3.2941], [-3.0225, -0.6285, -3.3844], [-3.9947, -3.4677, -1.2704], [-3.8413, -2.9930, 0.4599], [-2.4353, -3.6776, -0.4072], [-5.0386, -0.8522, -0.5387], [-4.3498, 0.3585, -1.6904], [-3.9673, 0.4623, 0.0097], [2.1304, 4.5703, -1.7706], [0.8310, 3.7097, -2.6350], [2.4215, 2.9270, -2.4079], [2.9277, 4.3678, 0.3049], [3.2318, 2.6791, 0.7951], [2.1165, 3.6730, 1.7501], [0.1203, 5.0535, 0.0385], [-0.7146, 3.7882, 0.9717], [-1.0474, 3.9504, -0.7539], [-1.0374, 1.6120, -3.4503], [-2.2271, 2.3631, -3.3141], [-2.2621, 3.6025, -3.9563], [-1.1775, 4.0607, -4.7186], [-0.1231, 3.1893, -4.9828], [-0.1564, 1.8974, -4.4922], [-0.6729, 0.7337, -2.5321], [-2.4442, 2.3354, 0.7973], [-2.9905, 2.0205, -2.6097], [-3.1257, 4.2539, -3.8602], [-1.1627, 5.0660, -5.1458], [0.7064, 3.4846, -5.6315], [0.4984, 1.1028, -4.8267], [1.2588, -1.1277, 0.3785], [1.9948, -2.1657, 1.6095], [1.1962, -1.6363, 3.3086], [1.8141, -0.6442, 4.0805], [1.3141, -0.3454, 5.3562], [0.1977, -1.0085, 5.8646], [-0.4254, -1.9776, 5.0797], [0.0771, -2.3093, 3.8137], [1.4889, -3.9331, 1.0601], [2.4671, -4.8981, 0.7882], [2.0797, -6.1758, 0.3714], [0.7303, -6.5190, 0.2709], [-0.2387, -5.5723, 0.6022], [0.1298, -4.2723, 0.9658], [3.8518, -1.7015, 1.6087], [4.3566, -0.7184, 0.7528], [5.6964, -0.3332, 0.8644], [6.5353, -0.9243, 1.8118], [6.0293, -1.9200, 2.6464], [4.6943, -2.3167, 2.5514], [2.6726, -0.1013, 3.6756], [1.8013, 0.4255, 5.9499], [-0.1740, -0.7773, 6.8648], [-1.3139, -2.4820, 5.4529], [-0.4121, -3.0831, 3.2215], [3.5199, -4.6243, 0.8666], [2.8433, -6.9027, 0.1133], [0.4383, -7.5190, -0.0462], [-1.2945, -5.8381, 0.5489], [-0.6433, -3.5143, 1.1418], [3.7038, -0.2427, 0.0195], [6.0855, 0.4431, 0.2097], [7.5750, -0.6090, 1.8971], [6.6700, -2.3880, 3.3887], [4.2976, -3.0793, 3.2217]],
  "lowdin_charge": [1.675, 0.894, 0.709, 0.717, 0.057, -0.067, -0.102, 0.064, -0.174, -0.233, -0.188, -0.251, -0.262, -0.270, -0.242, -0.258, -0.279, 0.062, 0.058, 0.087, 0.083, 0.084, 0.091, 0.016, 0.039, 0.094, -0.002, 0.054, 0.066, 0.061, 0.045, 0.067, 0.057, 0.020, 0.074, 0.052, -0.016, 0.069, 0.031, 0.064, 0.065, 0.037, 0.047, 0.077, -0.019, 0.047, -0.437, -0.037, -0.077, -0.085, -0.117, -0.076, -0.450, 0.078, 0.087, 0.110, 0.118, 0.129, 0.115, -0.797, 1.346, -0.310, -0.101, -0.057, -0.044, -0.059, -0.098, -0.308, -0.067, -0.032, -0.028, -0.056, -0.126, -0.335, -0.093, -0.049, -0.030, -0.041, -0.089, 0.115, 0.123, 0.128, 0.121, 0.091, 0.111, 0.126, 0.129, 0.116, 0.076, 0.091, 0.119, 0.128, 0.125, 0.118]
}

{
  "formula": "C9H18I3O4PTa",
  "method": "ωB97M-V with the def2-TZVPD basis set",
  "total_charge": -1,
  "orbital_gap_ev": 6.57,
  "e_lumo_ha": 0.0650,
  "homo_ev": -4.80,
  "e_tot_ev": -52954.1915,
  "species": ["C", "C", "O", "O", "C", "Ta", "C", "I", "C", "C", "I", "P", "O", "I", "H", "H", "H", "H", "H", "H", "H", "H", "H", "H", "H", "H", "C", "C", "O", "C", "H", "H", "H", "H", "H", "H"],
  "coordinates": [[4.4789, 0.6592, -1.6915], [3.7955, 0.2901, -2.9755], [4.3981, -0.0435, -3.9744], [2.4545, 0.4683, -2.9857], [1.6893, -0.3735, -2.0737], [-0.5679, -0.0201, -2.4146], [-0.4907, 2.2288, -2.8916], [-1.6071, 2.7325, -4.6633], [0.1116, 3.2837, -2.3335], [0.1271, 4.7318, -2.7373], [1.3198, 2.9863, -0.6282], [-1.1835, 0.1279, 0.1239], [-2.8230, -0.0783, 0.1853], [-0.2836, -1.8386, 1.3200], [4.0004, 0.1969, -0.8330], [4.4021, 1.7371, -1.5622], [5.5229, 0.3684, -1.7539], [1.8974, -1.4205, -2.3083], [2.0052, -0.2097, -1.0408], [-2.3837, -0.0902, -2.7904], [-0.7075, -1.8332, -2.1467], [-0.3144, -0.4826, -4.1732], [0.8667, 4.8787, -3.5250], [0.3997, 5.3681, -1.8996], [-0.8533, 5.0333, -3.0957], [-3.0954, -0.7115, -0.4915], [-2.3040, -3.8189, 6.1276], [-1.7264, -2.5839, 5.4681], [-0.6161, -2.1952, 5.7350], [-2.6200, -1.8819, 4.4767], [-1.5783, -4.2384, 6.8197], [-3.2182, -3.5625, 6.6657], [-2.5585, -4.5616, 5.3697], [-3.5360, -1.5571, 4.9757], [-2.8931, -2.5654, 3.6719], [-2.1084, -1.0247, 4.0502]],
  "lowdin_charge": [-0.009, -0.555, 0.094, -0.183, -0.415, 1.099, -0.929, 0.668, -0.957, -0.258, 0.861, 0.098, -0.569, 0.200, 0.069, 0.067, 0.081, 0.042, -0.001, -0.158, -0.160, -0.123, 0.081, 0.029, 0.022, -0.008, -0.032, -0.512, 0.063, -0.054, 0.076, 0.079, 0.081, 0.082, 0.073, 0.058]
}

{
  "formula": "C2H6N2SSi",
  "method": "ωB97M-V with the def2-TZVPD basis set",
  "total_charge": 0,
  "orbital_gap_ev": 8.40,
  "e_lumo_ha": 0.0060,
  "homo_ev": -8.24,
  "e_tot_ev": -23862.8813,
  "e_above_lowest_kcal_mol": 54.5,
  "species": ["C", "C", "N", "N", "Si", "S", "H", "H", "H", "H", "H", "H"],
  "coordinates": [[-1.2465, 0.1529, -0.0966], [-0.4707, -1.2060, -0.0662], [-0.3780, 1.1340, -0.0629], [0.9269, -0.9012, -0.0009], [1.3064, 0.7769, 0.0233], [-2.8470, 0.0726, 0.0785], [-1.0057, -1.8198, 0.7913], [-0.6258, -1.7130, -0.9524], [-0.9888, 2.3424, -0.4518], [1.4781, -1.6546, 0.4516], [2.2658, 1.3742, -1.1254], [1.5851, 1.4414, 1.4115]],
  "lowdin_charge": [-1.016, -0.303, -0.160, -0.173, 0.496, 0.623, 0.141, 0.073, 0.293, 0.099, -0.036, -0.037]
}

{
  "formula": "C16H12BrF6N3O6PdS3",
  "method": "ωB97M-V with the def2-TZVPD basis set",
  "total_charge": 0,
  "orbital_gap_ev": [9.04, 7.24],
  "e_lumo_ha": [-0.0008, -0.0793],
  "s2": 2.008,
  "homo_ev": [-9.07, -9.40],
  "spin_multiplicity": 3,
  "e_tot_ev": -155873.5424,
  "species": ["Pd", "F", "C", "F", "F", "S", "O", "O", "N", "S", "O", "O", "C", "F", "F", "F", "Br", "C", "C", "C", "C", "C", "C", "C", "O", "O", "H", "H", "H", "H", "N", "C", "S", "N", "C", "C", "C", "C", "C", "C", "H", "H", "H", "H", "H", "H", "H", "H"],
  "coordinates": [[-0.0314, 0.0742, 0.5798], [2.8302, -1.4213, 2.5895], [1.7457, -0.8235, 3.0636], [1.8031, -0.7791, 4.3827], [1.7354, 0.4451, 2.6214], [0.1908, -1.7667, 2.5810], [-0.8887, -0.8150, 2.7095], [0.2325, -2.9097, 3.4177], [0.4790, -2.0362, 1.0184], [-0.8404, -2.6418, 0.2990], [-1.5875, -3.5044, 1.1478], [-1.5406, -1.6368, -0.4589], [-0.0108, -3.6757, -1.0033], [0.8516, -4.5285, -0.4650], [0.6430, -2.8519, -1.8278], [-0.9194, -4.3491, -1.6952], [-4.5239, 7.1762, -1.6868], [-3.5069, 5.6602, -1.1763], [-3.6493, 5.1449, 0.1024], [-2.8812, 4.0570, 0.4809], [-1.9863, 3.4875, -0.4177], [-1.8733, 4.0059, -1.7042], [-2.6296, 5.0970, -2.0906], [-1.1597, 2.3178, -0.0240], [-1.0831, 1.9537, 1.1762], [-0.4938, 1.6888, -0.9033], [-4.3560, 5.5898, 0.7886], [-2.9684, 3.6365, 1.4739], [-1.1841, 3.5351, -2.3917], [-2.5532, 5.5103, -3.0865], [1.7676, 1.5023, -2.6535], [2.1754, 1.4395, -1.3891], [2.2786, -0.0765, -0.5910], [2.5733, 2.5310, -0.7336], [2.5497, 3.8870, -1.1381], [2.2554, 4.8410, -0.1674], [2.2322, 6.1841, -0.4958], [2.5054, 6.5890, -1.7953], [2.8158, 5.6410, -2.7563], [2.8477, 4.2913, -2.4353], [1.3209, 0.6668, -2.9943], [1.4461, 2.3814, -3.0309], [2.7666, 2.3614, 0.2414], [2.0379, 4.5197, 0.8447], [1.9943, 6.9160, 0.2643], [2.4874, 7.6393, -2.0525], [3.0486, 5.9503, -3.7666], [3.1581, 3.5708, -3.1801]],
  "lowdin_charge": [0.911, 0.142, -0.685, 0.164, 0.071, 0.580, -0.293, -0.223, -0.392, 0.589, -0.239, -0.301, -0.679, 0.157, 0.113, 0.160, 0.743, -0.682, -0.111, -0.001, -0.135, -0.012, -0.115, -0.583, -0.023, -0.086, 0.104, 0.125, 0.112, 0.102, 0.138, -0.832, 0.706, 0.078, -0.226, -0.016, -0.068, -0.080, -0.072, -0.037, 0.110, 0.099, 0.131, 0.121, 0.110, 0.106, 0.109, 0.112]
}

Question: Which formula does entry 6 have?
Answer: C16H12BrF6N3O6PdS3